No. 1
{"formula": "C4H6N2", "method": "ωB97M-V/def2-TZVPD", "lumo_energy_ev": 0.92, "de_lowest_kcal_mol": 46.90, "total_energy_ev": -7223.5574, "smiles": "Cc1ccn[nH]1", "orbital_gap_ha": 0.364, "homo_energy_ev": -9.00, "elements": ["H", "N", "H", "C", "H", "N", "C", "C", "C", "H", "H", "H"], "xyz": [[0.092426, -0.881569, 2.711179], [-1.087564, -0.238302, 1.654627], [-1.999265, -0.422689, -0.077212], [0.084361, 0.081389, -0.216141], [-0.130274, -0.682639, -2.209421], [-1.117655, -0.200855, 0.345471], [0.190453, 0.230635, -1.693297], [0.982182, 0.198199, 0.821918], [0.184400, -0.066189, 2.007424], [-0.443294, 1.052456, -2.040045], [1.220534, 0.440660, -1.978440], [2.023695, 0.488905, 0.673938]], "atomic_forces_ev_per_a": [[2.2, 0.7, 2.0], [-0.5, -0.5, -0.3], [0.0, 0.2, -0.5], [-0.1, 0.2, 0.0], [0.1, 0.1, 0.1], [-0.5, 0.7, -0.7], [0.1, 0.1, -0.1], [-0.4, -0.4, 0.2], [-0.5, -0.7, -1.0], [0.1, -0.1, 0.0], [-0.1, 0.0, 0.0], [-0.4, -0.4, 0.4]], "lowdin_charge": [0.10, -0.01, 0.15, -0.34, 0.08, -0.01, -0.04, -0.03, -0.17, 0.08, 0.08, 0.10]}


No. 2
{"formula": "C4H18B3FNO5Tl", "method": "ωB97M-V/def2-TZVPD", "lumo_energy_ev": [-8.87, -8.64], "spin_multiplicity": 2, "de_lowest_kcal_mol": 0.00, "total_energy_ev": -25581.0350, "orbital_gap_ha": [0.198, 0.207], "homo_energy_ev": [-14.27, -14.26], "total_charge": 1, "s2": 1.723, "elements": ["H", "B", "H", "H", "H", "H", "H", "H", "N", "H", "B", "B", "C", "C", "H", "H", "O", "H", "H", "F", "O", "O", "H", "H", "H", "H", "C", "C", "Tl", "H", "O", "O", "H"], "xyz": [[-0.703248, -3.095138, 2.152556], [2.588326, 0.063927, -2.407434], [3.091836, 1.308888, 2.220234], [3.186512, -0.199670, 3.135210], [4.336163, 0.091196, 1.832571], [1.548089, -0.116614, -2.629991], [-2.094067, 4.185426, -0.710112], [-0.299868, -1.752182, 1.048783], [-0.724156, -2.326688, -1.850481], [-1.925907, -2.387026, -0.049020], [3.755450, 0.555090, 2.614745], [0.087621, -2.559596, 1.650587], [-2.006016, -2.156352, -1.111317], [-1.330337, 1.524797, -0.175788], [4.437552, 0.992925, 3.326985], [3.084243, 0.334294, -3.326786], [-0.533734, 0.584185, -0.277360], [2.670313, 0.836832, -1.658998], [0.744358, -2.115901, 2.382751], [-4.113795, 2.128673, 0.838557], [-1.869255, 1.871800, 1.057108], [0.284967, -1.757026, -1.427768], [-2.215382, -1.089526, -1.189636], [3.118748, -0.781039, -1.996428], [0.686851, -3.285418, 1.123017], [-2.823591, -2.633348, -1.651822], [-2.743648, 3.315522, -0.613141], [-2.978883, 2.789854, 0.803113], [2.052001, -0.565643, 0.537496], [-3.636056, 3.504625, -1.209759], [-0.709464, -2.974370, -2.869958], [-2.005916, 2.184727, -1.177595], [-2.959708, 3.522777, 1.609681]], "atomic_forces_ev_per_a": [[-2.8, -3.4, 3.8], [0.8, -0.3, 1.9], [-2.1, 3.5, -1.0], [-1.7, -2.5, 3.3], [3.7, -1.2, -2.7], [-4.7, 0.9, -2.0], [0.0, 0.0, 0.4], [-1.0, 2.7, -2.3], [0.7, -0.4, -0.6], [0.2, -0.3, -0.4], [-4.2, -1.9, -3.9], [2.1, 2.6, -3.5], [-0.6, 0.9, -0.4], [-1.0, -1.7, 0.6], [3.9, 1.9, 3.8], [1.4, -0.4, -4.9], [-1.5, 3.0, -0.2], [-0.9, 2.6, 3.8], [1.1, 2.0, 5.0], [-1.3, -1.1, 0.2], [-0.1, 0.8, -2.0], [-0.2, 0.0, 0.3], [0.2, 0.1, 0.1], [3.4, -2.8, 1.2], [0.8, -3.7, -2.7], [0.5, -0.5, 0.2], [1.0, -0.7, -0.1], [1.7, 1.1, 0.3], [-0.3, 0.0, 0.3], [0.0, -0.4, 0.3], [-0.5, 0.2, 0.5], [1.5, -0.7, 0.8], [0.0, 0.0, -0.1]], "mulliken_spin": [-0.34, 0.42, 0.01, 0.06, 0.06, 0.20, 0.00, 0.05, 0.00, -0.01, 0.33, -0.39, 0.01, 0.00, 0.39, 0.20, 0.01, 0.07, -0.16, 0.00, 0.00, 0.02, 0.00, 0.09, -0.07, 0.00, 0.00, 0.00, 0.05, 0.00, 0.01, 0.00, 0.00]}


No. 3
{"formula": "C4H11N2O", "method": "ωB97M-V/def2-TZVPD", "lumo_energy_ev": -3.22, "de_lowest_kcal_mol": 35.51, "total_energy_ev": -9347.3171, "orbital_gap_ha": 0.406, "homo_energy_ev": -14.26, "total_charge": 1, "elements": ["C", "H", "C", "H", "H", "H", "N", "H", "H", "H", "O", "C", "N", "H", "H", "H", "H", "C"], "xyz": [[0.411302, 0.014311, -1.055869], [1.468247, 2.935550, -0.691338], [-0.586278, -0.736981, 2.479335], [2.353783, 1.708956, -1.600562], [0.455181, -0.430924, 2.663975], [-0.827349, -1.602113, -1.482420], [-0.773482, -0.832323, -0.814851], [-0.735158, -1.244302, 0.144269], [-1.577446, -2.473578, 2.102616], [1.344916, -0.513145, -0.936226], [-1.528722, -0.019311, 2.642170], [1.408174, 2.233993, -1.529111], [-0.687368, -2.022376, 1.927030], [1.239184, 2.849663, -2.405989], [-1.630937, -0.277215, -0.864740], [-0.729589, 1.714349, -1.372023], [0.123871, -2.603854, 2.105922], [0.271672, 1.299300, -1.312186]], "atomic_forces_ev_per_a": [[-0.1, 0.0, 0.1], [0.0, -0.1, 0.0], [0.1, -0.2, -0.1], [0.1, 0.0, -0.1], [0.0, 0.0, 0.1], [-0.1, 0.0, -0.1], [0.1, 0.1, 0.3], [-0.1, -0.2, -0.1], [0.0, -0.1, 0.0], [0.0, 0.0, -0.1], [-0.1, 0.1, -0.1], [-0.1, 0.2, 0.4], [0.3, 0.4, 0.1], [0.0, -0.1, -0.2], [0.0, -0.1, -0.1], [-0.1, 0.1, 0.0], [-0.2, -0.1, 0.0], [0.0, 0.0, -0.1]], "lowdin_charge": [-0.10, 0.10, -0.39, 0.09, 0.14, 0.17, 0.19, 0.10, 0.12, 0.13, 0.07, -0.06, 0.08, 0.09, 0.17, 0.13, 0.11, -0.12]}


No. 4
{"formula": "C3H5N2", "method": "ωB97M-V/def2-TZVPD", "lumo_energy_ev": [-7.61, -7.61], "de_lowest_kcal_mol": 148.72, "total_energy_ev": -6159.4435, "smiles": "C1#[N+]CNC1", "orbital_gap_ha": [0.314, 0.314], "homo_energy_ev": [-16.17, -16.17], "total_charge": 1, "elements": ["H", "H", "H", "C", "N", "C", "H", "C", "N", "H"], "xyz": [[-1.128532, -0.692027, -1.727132], [-1.430713, 0.070992, 0.648149], [1.396505, 0.993898, 1.077534], [0.466372, 0.458921, 1.089115], [0.576331, -1.254656, -0.668400], [0.735836, -0.788704, 0.539085], [0.323653, 0.274927, -2.005934], [-0.345604, -0.241882, -1.203925], [-0.676399, 0.568791, 0.182176], [0.082551, 0.609741, 2.069332]], "atomic_forces_ev_per_a": [[-1.8, -0.5, -0.1], [-0.4, 0.2, -0.2], [0.1, 1.4, -0.9], [0.1, 1.9, 2.0], [1.8, 1.1, 5.9], [-2.0, -4.7, -8.1], [-1.3, 0.0, 1.7], [3.2, 1.4, 1.2], [0.6, -0.1, -2.4], [-0.2, -0.5, 1.0]], "lowdin_charge": [0.11, 0.14, 0.16, -0.12, 0.15, 0.17, 0.18, -0.04, 0.10, 0.15]}


No. 5
{"formula": "F2KLiP", "method": "ωB97M-V/def2-TZVPD", "lumo_energy_ev": [-1.21, -1.33], "spin_multiplicity": 2, "de_lowest_kcal_mol": 0.45, "total_energy_ev": -31252.9071, "orbital_gap_ha": [0.168, 0.156], "homo_energy_ev": [-5.78, -5.57], "s2": 0.756, "elements": ["K", "Li", "F", "P", "F"], "xyz": [[0.558102, -3.412510, 0.062314], [-1.755246, 0.712388, 0.507197], [-1.084562, 2.079568, -0.331783], [0.566424, 0.031650, -0.676214], [1.715280, 0.588904, 0.438488]], "atomic_forces_ev_per_a": [[0.0, 0.6, -0.1], [0.9, 0.8, -0.7], [-0.6, -0.7, 0.6], [0.5, -0.3, 0.7], [-0.8, -0.4, -0.5]], "mulliken_spin": [0.09, 0.00, 0.03, 0.87, 0.01]}


No. 6
{"formula": "C35H27Cl3N4O5SW", "method": "ωB97M-V/def2-TZVPD", "lumo_energy_ev": [-7.13, -7.27], "spin_multiplicity": 3, "de_lowest_kcal_mol": 3.36, "total_energy_ev": -103143.0402, "orbital_gap_ha": [0.222, 0.217], "homo_energy_ev": [-13.17, -13.17], "total_charge": 2, "s2": 2.015, "elements": ["H", "C", "H", "C", "C", "H", "H", "O", "H", "H", "C", "H", "C", "W", "H", "H", "C", "C", "C", "C", "H", "C", "C", "C", "C", "C", "N", "H", "O", "C", "Cl", "H", "S", "H", "O", "H", "H", "H", "C", "N", "H", "H", "C", "Cl", "H", "H", "C", "C", "C", "H", "C", "H", "O", "H", "C", "C", "C", "O", "H", "C", "N", "C", "C", "C", "C", "H", "C", "H", "C", "C", "C", "C", "C", "H", "N", "Cl"], "xyz": [[-2.471391, 3.307029, 1.403181], [-0.097797, 5.554877, -0.394990], [-1.142971, 7.681082, 2.644453], [-0.402508, -1.682532, -3.092231], [-0.644839, -4.009881, 5.488377], [-2.165389, -4.642382, -3.045743], [1.346102, -3.552803, 5.001962], [-2.027026, -3.119102, -7.534052], [-0.865707, 0.675724, -0.806700], [2.973953, 1.254946, -4.126952], [-0.369548, 3.412391, 0.912212], [0.620028, 0.098621, -3.693936], [-1.638346, -3.777026, -2.643261], [-0.611800, -2.448555, -0.131646], [4.236694, -1.876689, 0.086473], [-1.432494, -4.663470, 0.996635], [0.358321, -3.687982, 4.593314], [0.131308, -3.538249, 3.217437], [3.666283, 1.384626, -0.703710], [-2.200002, -4.086378, 3.688759], [0.200044, 4.956813, -1.246990], [2.181960, -2.473840, 0.148682], [-1.170718, -2.806230, -3.531955], [3.421675, -2.230536, 0.699488], [-1.481050, -2.955186, -4.909869], [-0.409593, 4.919505, 0.801090], [-1.349426, -0.739863, 0.746667], [-2.096715, 3.015765, -0.306879], [-1.522289, -3.762907, -1.367980], [-0.847982, 7.086791, 1.791339], [-0.589272, 9.407801, 0.464277], [0.011709, -0.179726, -6.106157], [4.269893, 0.685489, -2.150288], [2.061282, 2.465324, 1.152248], [0.423342, 2.789340, -0.078108], [2.711164, -3.061399, 3.880287], [1.316369, 2.675007, -2.663399], [4.534423, -2.291113, 2.531656], [2.537010, 2.121090, -0.903463], [-1.557089, -3.722863, 1.382273], [-2.740237, -4.446911, 5.730258], [2.068211, -2.296850, -0.915785], [-1.282904, 0.472838, 0.165211], [-1.220664, 4.960737, 3.396784], [-0.407680, -4.111165, 6.538287], [-2.051950, -3.802408, -5.268176], [-2.166859, 0.781473, 2.149375], [3.577678, -2.462797, 2.055726], [-1.054421, -2.007378, -5.779813], [-2.566396, -3.574957, 1.339348], [2.162214, 2.122598, -2.278725], [0.001617, 3.134391, 1.906009], [-0.990703, -1.268625, -7.947482], [0.101643, 7.422552, -1.441903], [-1.769681, 2.839764, 0.716488], [-0.303144, -0.896237, -5.359057], [3.001729, 1.386855, -3.056593], [-0.059627, -1.533937, -1.838351], [-3.202746, -4.261044, 3.312443], [1.825814, 2.881652, 0.167854], [-1.771711, 1.394732, 0.972662], [-0.788855, 5.708319, 1.882386], [-1.183761, -3.770080, 2.799233], [2.514664, -2.910387, 2.831671], [-1.944427, -4.200683, 5.041533], [-2.058244, -1.334924, 2.712964], [1.244755, -3.133901, 2.306069], [-2.589025, 1.338499, 2.967747], [1.075200, -2.900481, 0.913813], [-1.911213, -0.535593, 2.007297], [0.024062, -0.736435, -4.037028], [-0.148080, 6.932999, -0.511316], [-0.522823, 7.692853, 0.587535], [2.133825, 3.933197, 0.169770], [-1.387186, -2.144404, -7.214193], [4.483313, 1.142234, 0.785453]], "atomic_forces_ev_per_a": [[0.0, 0.0, 0.0], [0.0, 0.0, 0.0], [0.0, 0.0, 0.0], [0.1, -0.1, -0.1], [-0.1, 0.0, 0.0], [0.0, 0.0, 0.0], [0.0, 0.0, 0.0], [0.0, 0.0, 0.0], [0.0, 0.0, 0.0], [0.0, 0.0, 0.0], [0.1, 0.0, -0.1], [0.0, 0.0, 0.0], [0.1, 0.1, -0.1], [0.3, -0.1, 0.1], [0.0, 0.0, 0.0], [0.0, 0.0, 0.0], [0.0, 0.0, 0.0], [-0.1, 0.0, 0.0], [-0.1, -0.1, -0.1], [-0.1, 0.0, -0.1], [0.0, 0.0, 0.0], [0.0, 0.1, -0.4], [0.0, 0.0, 0.1], [0.0, -0.2, 0.2], [0.0, 0.0, 0.0], [0.0, -0.1, 0.0], [-0.1, 0.3, -0.1], [0.0, 0.0, 0.0], [0.0, -0.1, 0.2], [0.0, 0.0, 0.1], [0.0, 0.0, 0.0], [0.0, 0.0, 0.0], [0.1, 0.0, 0.1], [0.0, 0.0, 0.0], [0.0, 0.0, 0.0], [0.0, 0.0, 0.0], [0.0, 0.0, 0.0], [0.0, 0.0, 0.0], [0.1, 0.0, 0.1], [-0.1, -0.2, 0.0], [0.0, 0.0, 0.0], [0.0, 0.0, 0.0], [0.1, -0.1, -0.1], [0.0, 0.0, 0.0], [0.0, 0.0, 0.0], [0.0, 0.0, 0.0], [0.0, 0.0, -0.1], [0.0, 0.0, 0.0], [0.0, 0.0, 0.0], [0.0, 0.0, 0.0], [0.0, 0.0, -0.1], [0.0, 0.0, 0.0], [0.0, 0.0, 0.0], [0.0, 0.0, 0.0], [0.1, 0.1, 0.1], [0.0, 0.0, 0.0], [-0.1, 0.0, 0.0], [-0.2, 0.3, 0.1], [0.0, 0.0, 0.0], [0.0, 0.0, 0.0], [-0.1, 0.1, 0.2], [0.0, 0.0, -0.1], [0.1, 0.0, 0.0], [0.0, 0.0, 0.0], [0.1, 0.0, 0.0], [0.0, 0.0, 0.0], [-0.1, -0.1, 0.1], [0.0, 0.0, 0.0], [-0.1, 0.2, -0.1], [0.0, -0.1, 0.0], [0.0, 0.0, 0.0], [0.0, 0.0, 0.0], [0.0, -0.1, 0.0], [0.0, 0.0, 0.0], [0.0, 0.0, 0.0], [0.0, 0.0, 0.0]], "mulliken_spin": [0.00, 0.00, 0.00, 0.03, 0.00, 0.00, 0.00, 0.00, -0.01, 0.00, 0.00, 0.00, 0.06, 1.93, 0.00, 0.01, 0.00, -0.02, 0.00, 0.00, 0.00, -0.01, -0.01, 0.01, 0.01, 0.00, 0.05, 0.00, -0.02, 0.00, 0.00, 0.00, 0.00, 0.00, 0.00, 0.00, 0.00, 0.00, 0.00, -0.01, 0.00, 0.01, 0.00, 0.00, 0.00, 0.00, 0.00, -0.01, 0.00, 0.01, 0.00, 0.00, 0.00, 0.00, 0.00, 0.01, 0.00, -0.03, 0.00, 0.00, 0.00, 0.00, 0.04, 0.01, 0.00, 0.00, 0.01, 0.00, -0.12, 0.04, 0.01, 0.00, 0.00, 0.00, 0.00, 0.00]}